Version P
{
  "formula": "CH5NO2S",
  "method": "ωB97M-V/def2-TZVPD",
  "symbols": ["C", "N", "O", "O", "S", "H", "H", "H", "H", "H"],
  "positions_angstrom": [[-1.063, -0.287, -0.647], [2.699, -0.716, 0.074], [1.059, 1.254, 0.547], [0.316, -1.006, -0.251], [1.503, 0.032, -0.510], [-1.301, 0.404, 0.121], [-1.681, -1.107, -0.825], [-0.576, 0.334, -1.482], [3.603, -0.490, -0.309], [1.524, 0.859, 1.327]],
  "lowdin_charge": [0.0067, -0.2972, -0.3178, -0.4399, 0.8121, 0.0523, 0.0599, 0.0755, -0.0087, 0.0572],
  "gap_ev": 10.4,
  "spin_multiplicity": 1,
  "e_homo_ev": -9.5,
  "total_charge": 0,
  "lumo_ev": 0.92
}

Version Q
{
  "formula": "CH5NO2S",
  "method": "ωB97M-V/def2-TZVPD",
  "symbols": ["C", "N", "O", "O", "S", "H", "H", "H", "H", "H"],
  "positions_angstrom": [[0.070, 1.133, 0.232], [-0.108, -1.391, -0.533], [1.276, -0.709, 1.529], [-1.138, 0.904, 0.599], [1.081, -0.434, 0.111], [0.144, 1.650, -1.495], [0.581, 2.005, 0.803], [-0.479, -0.786, -1.227], [-0.094, -2.347, -0.452], [-1.333, -0.025, 0.432]],
  "lowdin_charge": [-0.4663, -0.1835, -0.5031, -0.0575, 0.8007, 0.1398, 0.1214, 0.0304, 0.0405, 0.0778],
  "gap_ev": 9.5,
  "spin_multiplicity": 1,
  "e_homo_ev": -9.1,
  "total_charge": 0,
  "lumo_ev": 0.42
}

Which of them is the least stable? Correct choice: version Q.

Version P
{
  "formula": "C3H9NSi",
  "method": "ωB97M-V/def2-TZVPD",
  "symbols": ["C", "C", "C", "N", "Si", "H", "H", "H", "H", "H", "H", "H", "H", "H"],
  "positions_angstrom": [[2.423, 1.010, 1.137], [-2.100, 0.769, -0.089], [-0.628, -1.824, -0.654], [1.920, 0.501, 0.122], [-0.816, -0.514, 0.742], [2.242, 0.719, 2.162], [3.300, 1.702, 0.985], [-2.932, 0.347, -0.722], [-2.605, 1.395, 0.671], [-1.469, 1.353, -0.864], [-1.611, -1.866, -1.237], [0.072, -1.542, -1.422], [-0.191, -2.612, -0.042], [2.394, 0.561, -0.791]],
  "lowdin_charge": [-0.1495, -0.3750, -0.3684, -0.0134, 0.6859, 0.0560, 0.0781, 0.0069, -0.0194, 0.0267, 0.0374, -0.0131, -0.0236, 0.0714],
  "gap_ev": 8.0,
  "spin_multiplicity": 1,
  "e_homo_ev": -7.4,
  "total_charge": 0,
  "lumo_ev": 0.58
}

Version Q
{
  "formula": "C3H9NSi",
  "method": "ωB97M-V/def2-TZVPD",
  "symbols": ["C", "C", "C", "N", "Si", "H", "H", "H", "H", "H", "H", "H", "H", "H"],
  "positions_angstrom": [[2.794, 0.154, 0.022], [1.813, -0.732, 0.186], [-0.490, 1.415, -0.271], [-0.801, -1.798, -0.190], [0.009, -0.415, -0.167], [3.789, 0.057, 0.263], [2.608, 1.084, -0.314], [2.224, -1.641, 0.464], [-1.486, 1.564, -0.076], [0.024, 2.063, 0.494], [-0.133, 1.797, -1.367], [-4.470, -0.849, 0.183], [-1.795, -1.905, -0.097], [-4.087, -0.795, 0.871]],
  "lowdin_charge": [-0.0429, -0.2329, -0.2141, -0.1628, 0.5694, 0.0338, 0.0022, 0.0273, -0.0386, 0.0396, 0.0885, 0.0150, -0.0943, 0.0097],
  "gap_ev": 9.7,
  "spin_multiplicity": 1,
  "e_homo_ev": -9.2,
  "total_charge": 0,
  "lumo_ev": 0.51
}

Which of them is the least stable? Correct choice: version P.

Version P
{
  "formula": "C50H44BrCl2MgN3O7S2",
  "method": "ωB97M-V/def2-TZVPD",
  "symbols": ["Mg", "C", "C", "C", "C", "C", "C", "C", "S", "O", "C", "C", "C", "C", "C", "C", "C", "C", "C", "C", "C", "C", "C", "C", "C", "C", "C", "C", "C", "C", "S", "O", "C", "C", "C", "C", "C", "C", "C", "H", "H", "H", "H", "H", "H", "H", "H", "H", "H", "H", "H", "H", "H", "H", "H", "H", "H", "H", "H", "H", "H", "H", "H", "H", "H", "O", "C", "C", "C", "C", "C", "C", "C", "C", "N", "H", "H", "H", "H", "H", "H", "H", "H", "H", "H", "H", "N", "H", "H", "H", "Br", "C", "C", "N", "C", "C", "C", "C", "O", "O", "H", "H", "H", "Cl", "C", "Cl", "C", "O", "O", "H"],
  "positions_angstrom": [[0.022, 0.238, -0.767], [-4.757, -2.555, 7.618], [-3.876, -2.254, 6.438], [-3.090, -3.246, 5.857], [-2.280, -2.967, 4.768], [-2.255, -1.684, 4.255], [-3.052, -0.687, 4.797], [-3.857, -0.976, 5.887], [-1.167, -1.269, 2.864], [-1.009, -2.506, 2.071], [0.318, -1.175, 3.899], [1.136, -2.311, 3.989], [2.324, -2.244, 4.655], [2.779, -1.021, 5.199], [4.061, -0.902, 5.785], [4.522, 0.310, 6.214], [3.719, 1.459, 6.089], [2.460, 1.374, 5.563], [1.954, 0.131, 5.107], [0.678, 0.023, 4.482], [-0.211, 1.226, 4.448], [-0.853, 1.598, 5.667], [-0.760, 0.803, 6.834], [-1.390, 1.181, 7.986], [-2.093, 2.400, 8.045], [-2.208, 3.182, 6.931], [-1.623, 2.786, 5.706], [-1.786, 3.540, 4.524], [-1.216, 3.149, 3.351], [-0.399, 2.002, 3.303], [0.501, 1.479, 1.800], [-0.504, 1.539, 0.686], [1.519, 2.951, 1.665], [2.857, 2.801, 2.001], [3.720, 3.875, 1.871], [3.254, 5.106, 1.417], [4.199, 6.265, 1.267], [1.906, 5.239, 1.097], [1.042, 4.165, 1.205], [-4.568, -3.554, 8.006], [-5.807, -2.491, 7.328], [-4.592, -1.837, 8.421], [-3.107, -4.249, 6.264], [-1.677, -3.738, 4.305], [-3.043, 0.305, 4.363], [-4.480, -0.196, 6.308], [0.814, -3.219, 3.492], [2.950, -3.123, 4.745], [4.680, -1.787, 5.871], [5.511, 0.396, 6.645], [4.109, 2.421, 6.395], [1.854, 2.263, 5.451], [-0.185, -0.113, 6.799], [-1.335, 0.551, 8.864], [-2.542, 2.710, 8.980], [-2.749, 4.119, 6.969], [-2.375, 4.449, 4.567], [-1.380, 3.726, 2.452], [3.219, 1.846, 2.364], [4.771, 3.758, 2.108], [4.787, 6.398, 2.175], [3.658, 7.187, 1.060], [4.894, 6.083, 0.447], [1.529, 6.189, 0.740], [0.004, 4.266, 0.920], [-1.933, -0.472, -0.779], [-2.933, -0.494, -1.793], [-2.447, -0.961, -3.166], [-1.226, -0.189, -3.701], [-1.320, 1.286, -3.451], [-1.732, 2.194, -4.419], [-1.799, 3.542, -4.099], [-1.459, 3.941, -2.819], [-1.070, 2.974, -1.906], [-1.000, 1.681, -2.211], [-1.653, -1.383, -0.570], [-3.300, 0.531, -1.866], [-3.760, -1.137, -1.475], [-3.287, -0.872, -3.860], [-2.170, -2.014, -3.103], [-1.100, -0.399, -4.763], [-0.346, -0.539, -3.165], [-1.992, 1.850, -5.412], [-2.112, 4.266, -4.840], [-1.481, 4.983, -2.532], [-0.797, 3.224, -0.895], [2.106, -0.496, 0.668], [2.713, -0.141, -0.065], [1.990, -1.496, 0.470], [2.606, -0.431, 1.549], [4.844, -0.978, -5.369], [4.417, 0.669, -4.528], [5.084, 1.828, -4.895], [4.819, 3.002, -4.338], [3.871, 3.059, -3.407], [3.148, 1.950, -2.987], [3.434, 0.716, -3.558], [2.050, 2.069, -1.947], [1.757, 3.183, -1.519], [1.520, 0.957, -1.613], [5.853, 1.815, -5.659], [3.669, 4.030, -2.972], [2.888, -0.161, -3.240], [0.122, -3.663, -3.641], [0.104, -3.956, -1.892], [-1.571, -4.122, -1.320], [0.793, -2.794, -1.114], [1.661, -3.159, -0.325], [0.381, -1.634, -1.387], [0.620, -4.889, -1.696]],
  "lowdin_charge": [0.5643, -0.0483, -0.2693, -0.0284, -0.0551, -0.3467, -0.0776, -0.0360, 1.0201, -0.4886, -0.2919, -0.0465, -0.0056, -0.1530, -0.0295, -0.0752, -0.0678, -0.0147, -0.1129, -0.1717, -0.1575, -0.1279, -0.0095, -0.0625, -0.0717, -0.0285, -0.1577, -0.0091, -0.0452, -0.2527, 1.0537, -0.4882, -0.3460, -0.0666, -0.0267, -0.2595, -0.0442, -0.0203, -0.0739, 0.0745, 0.0849, 0.0795, 0.1132, 0.1144, 0.1124, 0.1194, 0.1152, 0.1192, 0.1144, 0.1043, 0.1058, 0.1212, 0.1256, 0.1074, 0.1048, 0.1138, 0.1190, 0.1067, 0.1055, 0.1186, 0.0809, 0.0750, 0.0873, 0.1176, 0.1003, -0.1254, -0.2039, -0.1492, -0.1212, -0.2591, -0.0070, -0.0561, -0.0409, -0.1038, 0.0810, 0.0684, 0.1234, 0.1274, 0.1209, 0.0551, 0.1233, 0.0819, 0.1139, 0.1071, 0.1055, 0.0856, 0.0374, 0.0445, 0.0084, 0.0303, 0.7224, -0.6630, -0.1973, 0.0662, -0.0813, -0.0931, -0.0472, -0.5618, 0.0479, -0.1139, 0.0996, 0.1159, 0.1162, 0.6173, -0.9608, 0.6335, -0.7324, 0.0282, -0.1171, 0.0609],
  "gap_ev": 8.3,
  "spin_multiplicity": 1,
  "e_homo_ev": -8.6,
  "total_charge": 0,
  "lumo_ev": -0.25
}

Version Q
{
  "formula": "C50H44BrCl2MgN3O7S2",
  "method": "ωB97M-V/def2-TZVPD",
  "symbols": ["Mg", "C", "C", "C", "C", "C", "C", "C", "S", "O", "C", "C", "C", "C", "C", "C", "C", "C", "C", "C", "C", "C", "C", "C", "C", "C", "C", "C", "C", "C", "S", "O", "C", "C", "C", "C", "C", "C", "C", "H", "H", "H", "H", "H", "H", "H", "H", "H", "H", "H", "H", "H", "H", "H", "H", "H", "H", "H", "H", "H", "H", "H", "H", "H", "H", "O", "C", "C", "C", "C", "C", "C", "C", "C", "N", "H", "H", "H", "H", "H", "H", "H", "H", "H", "H", "H", "N", "H", "H", "H", "Br", "C", "C", "N", "C", "C", "C", "C", "O", "O", "H", "H", "H", "Cl", "C", "Cl", "C", "O", "O", "H"],
  "positions_angstrom": [[-0.397, 0.061, -0.843], [-6.053, 2.590, 5.140], [-4.876, 2.148, 4.311], [-3.961, 1.225, 4.805], [-2.845, 0.861, 4.064], [-2.639, 1.441, 2.824], [-3.555, 2.335, 2.289], [-4.667, 2.682, 3.037], [-1.176, 0.993, 1.880], [-1.623, 1.148, 0.441], [-0.272, 2.516, 2.285], [-0.549, 3.636, 1.471], [0.168, 4.779, 1.616], [1.188, 4.874, 2.592], [1.991, 6.033, 2.708], [2.984, 6.100, 3.642], [3.182, 5.031, 4.542], [2.402, 3.913, 4.473], [1.414, 3.784, 3.467], [0.675, 2.571, 3.294], [0.874, 1.444, 4.271], [0.239, 1.570, 5.547], [-0.522, 2.718, 5.893], [-1.158, 2.799, 7.097], [-1.066, 1.740, 8.028], [-0.338, 0.626, 7.727], [0.329, 0.507, 6.482], [1.053, -0.658, 6.136], [1.654, -0.766, 4.918], [1.576, 0.292, 3.991], [2.393, -0.027, 2.397], [3.038, -1.361, 2.544], [3.748, 1.153, 2.529], [4.083, 1.918, 1.425], [5.216, 2.723, 1.473], [6.028, 2.747, 2.600], [7.280, 3.585, 2.637], [5.690, 1.938, 3.688], [4.559, 1.144, 3.658], [-6.296, 1.854, 5.907], [-6.934, 2.759, 4.520], [-5.820, 3.532, 5.643], [-4.122, 0.779, 5.781], [-2.146, 0.123, 4.445], [-3.410, 2.727, 1.289], [-5.392, 3.374, 2.622], [-1.315, 3.553, 0.709], [-0.029, 5.630, 0.974], [1.804, 6.866, 2.039], [3.622, 6.975, 3.698], [3.965, 5.099, 5.289], [2.539, 3.105, 5.180], [-0.603, 3.529, 5.179], [-1.747, 3.675, 7.340], [-1.576, 1.817, 8.980], [-0.262, -0.192, 8.436], [1.125, -1.468, 6.854], [2.216, -1.646, 4.625], [3.501, 1.850, 0.510], [5.479, 3.323, 0.609], [7.274, 4.338, 1.850], [8.161, 2.953, 2.499], [7.388, 4.086, 3.601], [6.330, 1.932, 4.564], [4.315, 0.505, 4.499], [-2.038, -1.037, -1.629], [-2.817, -2.216, -1.504], [-3.787, -2.186, -0.322], [-3.133, -1.592, 0.939], [-1.827, -2.294, 1.223], [-1.838, -3.465, 1.970], [-0.682, -4.220, 2.090], [0.454, -3.798, 1.426], [0.401, -2.609, 0.717], [-0.698, -1.841, 0.637], [-2.581, -0.290, -2.009], [-2.121, -3.045, -1.379], [-3.373, -2.391, -2.425], [-4.125, -3.207, -0.130], [-4.661, -1.581, -0.577], [-3.805, -1.695, 1.792], [-2.968, -0.540, 0.747], [-2.763, -3.786, 2.433], [-0.682, -5.135, 2.671], [1.375, -4.367, 1.450], [1.268, -2.254, 0.180], [0.887, 1.845, -0.459], [1.337, 2.198, 0.376], [0.412, 2.628, -0.897], [1.642, 1.569, -1.096], [1.344, -5.162, -4.763], [2.439, -3.723, -4.193], [3.754, -3.652, -4.622], [4.574, -2.675, -4.238], [4.095, -1.741, -3.417], [2.784, -1.730, -2.957], [1.934, -2.750, -3.355], [2.287, -0.624, -2.058], [3.014, 0.364, -1.899], [1.139, -0.834, -1.531], [4.164, -4.403, -5.288], [4.777, -0.962, -3.098], [0.908, -2.757, -3.010], [-2.975, 3.487, -4.543], [-1.606, 3.007, -3.546], [-1.314, 4.235, -2.270], [-1.803, 1.641, -2.846], [-2.952, 1.220, -2.661], [-0.711, 1.080, -2.515], [-0.717, 2.988, -4.159]],
  "lowdin_charge": [0.5633, -0.0458, -0.2621, -0.0319, -0.0684, -0.3523, -0.0462, -0.0195, 1.0821, -0.5248, -0.2834, -0.0862, -0.0013, -0.1467, -0.0261, -0.0683, -0.0600, -0.0123, -0.1125, -0.1354, -0.1487, -0.1184, -0.0159, -0.0660, -0.0750, -0.0319, -0.1587, -0.0095, -0.0571, -0.2953, 1.0012, -0.4897, -0.3587, -0.0573, -0.0230, -0.2661, -0.0464, -0.0342, -0.0634, 0.0769, 0.0802, 0.0864, 0.1173, 0.1174, 0.1165, 0.1197, 0.0885, 0.1229, 0.1161, 0.1062, 0.1083, 0.1210, 0.1222, 0.1071, 0.1043, 0.1143, 0.1185, 0.1076, 0.0942, 0.1180, 0.0759, 0.0863, 0.0784, 0.1173, 0.1185, -0.1312, -0.2081, -0.1416, -0.1363, -0.2766, -0.0176, -0.0522, -0.0402, -0.1034, 0.0828, 0.0684, 0.1221, 0.1269, 0.1160, 0.1181, 0.1197, 0.0719, 0.1164, 0.1093, 0.1137, 0.1017, 0.0727, 0.0221, 0.0141, 0.0319, 0.7199, -0.6673, -0.1949, 0.0706, -0.0743, -0.0990, -0.0475, -0.5588, 0.0192, -0.1081, 0.0996, 0.1182, 0.1152, 0.6110, -0.9718, 0.6031, -0.7155, 0.0007, -0.0724, 0.0633],
  "gap_ev": 8.4,
  "spin_multiplicity": 1,
  "e_homo_ev": -8.8,
  "total_charge": 0,
  "lumo_ev": -0.33
}

Which of them is the least stable? Correct choice: version P.